Below is a structure of composition H30HgO19P, with properties calculated with ωB97M-V/def2-TZVPD.

Each line ends with the Mulliken charge.
CARTESIAN COORDINATES (ANGSTROEM)
H (2.889, 1.471, -1.108)  0.366
H (2.118, -1.258, -0.301)  0.207
H (2.679, -1.566, -1.722)  0.327
O (3.015, 0.400, 1.342)  -0.937
H (1.398, -3.148, -0.905)  0.466
O (-1.228, -3.031, 1.465)  -0.918
O (-0.866, -0.363, -3.433)  -0.528
O (0.438, -3.215, -0.992)  -0.804
O (-3.012, 0.642, -1.939)  -0.815
O (-0.799, 2.804, -1.822)  -0.819
H (-2.324, 0.504, -1.247)  0.385
H (-2.432, -1.737, 1.560)  0.606
O (-2.749, 1.959, 0.645)  -0.825
O (-2.544, -1.974, -1.072)  -0.707
H (-0.076, 2.112, 1.031)  -0.034
H (0.135, 3.392, 1.901)  0.275
H (3.386, -0.475, 1.365)  0.414
O (1.002, -0.391, 0.279)  0.333
O (-1.142, 0.343, -0.121)  0.106
Hg (-0.350, 0.164, 1.838)  0.923
H (-1.788, -1.643, -0.511)  0.181
H (-0.443, 0.004, -4.197)  0.273
O (1.213, -2.288, 1.833)  -0.789
H (2.168, 0.714, 2.798)  0.429
O (-0.221, 2.518, 1.943)  -0.764
H (-2.210, 2.664, 1.035)  0.341
H (-3.242, -1.319, -1.117)  0.469
O (1.456, 0.816, 3.434)  -0.686
O (-2.753, -0.833, 1.337)  -0.676
O (2.752, -1.778, -0.801)  -0.826
H (-0.933, -2.203, 0.944)  0.828
H (0.436, -2.836, 1.926)  0.471
H (-1.966, 1.299, 0.375)  0.706
P (0.166, -0.046, -0.838)  -0.647
H (-1.810, -3.487, 0.838)  0.393
H (0.092, -2.449, -0.531)  0.362
H (2.169, 0.215, 0.891)  0.116
H (3.862, 0.341, -1.517)  0.285
O (3.139, 0.881, -1.850)  -0.658
H (-1.133, 2.201, -2.497)  0.355
H (-2.264, -0.467, 0.570)  -0.082
H (1.031, -1.697, 1.088)  0.338
H (2.203, 3.034, 0.698)  0.331
O (2.078, 2.695, -0.202)  -0.787
H (-1.634, 0.179, -3.315)  0.245
H (-0.455, 2.153, -1.201)  0.153
O (0.140, 1.182, -0.031)  0.966
H (1.434, 1.978, -0.004)  0.048
H (1.267, 1.725, 3.473)  0.317
H (-3.712, 1.035, -1.417)  0.358
O (-0.572, -1.222, 0.058)  -1.070

Forces on atoms 1 to 3 (eV/Å):
0.5146 -0.1495 -0.4757
-0.1520 0.2888 -0.2949
-0.3037 0.4728 -0.5575

Computed properties:
* gap between HOMO and LUMO: 0.250 Ha
* net charge: -1


Below is a cluster of 15 separate species, H30O15 in total, with properties calculated with ωB97M-V/def2-TZVPD.

Each line ends with the Mulliken charge.
CARTESIAN COORDINATES (ANGSTROEM)
H (-3.254, -2.247, 1.203)  0.358
O (-2.190, 1.009, -1.544)  -0.508
O (-3.397, -0.528, 0.689)  -0.591
H (2.916, -1.488, -0.297)  0.306
H (4.567, 1.301, 0.232)  0.288
H (-0.212, -3.897, -0.794)  0.282
H (2.844, 2.297, 0.376)  0.321
H (-1.823, 1.399, -2.340)  0.292
H (1.162, -1.175, 2.633)  0.287
O (0.646, 0.196, 0.042)  -0.338
H (-2.766, 2.740, 1.826)  0.335
H (0.788, 0.433, 0.920)  0.086
O (0.402, 0.085, -2.602)  -0.605
H (-2.629, 1.147, 2.024)  0.303
H (-2.117, 1.847, -0.936)  0.239
H (-3.569, 0.466, 0.724)  0.288
O (3.513, 1.151, 2.473)  -0.660
O (-0.083, -3.191, -0.113)  -0.567
O (1.942, -0.648, 3.043)  -0.711
H (-2.337, -1.725, -1.922)  0.334
O (-0.840, 2.700, 1.507)  -0.599
O (-3.150, -1.203, -2.088)  -0.611
O (-3.160, 1.980, 2.234)  -0.645
O (-1.461, -0.630, -4.043)  -0.650
H (2.479, 1.773, -1.046)  0.278
H (-0.282, 0.405, -0.169)  0.152
H (-0.213, 2.265, 2.126)  0.281
O (3.624, -1.287, -0.926)  -0.665
H (3.019, 0.508, 1.931)  0.457
H (5.865, 1.270, -0.453)  0.293
H (0.822, -0.633, -3.105)  0.325
H (2.703, -1.112, 2.808)  0.318
H (3.711, -0.318, -0.899)  0.376
H (-3.461, -1.371, -3.019)  0.224
O (2.253, 1.688, -0.076)  -0.564
H (-2.643, -1.903, 2.633)  0.283
H (-0.712, -3.344, 0.577)  0.310
H (-4.134, -0.908, 0.265)  0.251
O (4.981, 1.634, -0.555)  -0.595
H (-2.234, -0.897, -4.581)  0.277
O (-3.229, -2.514, 2.138)  -0.617
H (-0.422, 2.695, 0.652)  0.294
H (0.774, -0.272, -1.713)  0.352
H (-1.748, -0.763, -3.103)  0.437
H (3.055, 1.065, 3.266)  0.297

Forces on atoms 1 to 3 (eV/Å):
0.4761 0.1800 1.2182
0.4460 3.4258 2.4407
1.2166 3.4216 0.6663

Computed properties:
* gap between HOMO and LUMO: 0.383 Ha
* energy relative to the best compared isomer or geometry (same formula, charge and spin): 114.6 kcal/mol
* net charge: 0


Below is a cluster of 15 separate species, H30O15 in total, with properties calculated with ωB97M-V/def2-TZVPD.

Each line ends with the Mulliken charge.
CARTESIAN COORDINATES (ANGSTROEM)
O (2.627, -2.088, -1.716)  -0.701
H (-1.081, -2.223, 1.745)  0.315
H (1.019, 1.598, 2.236)  0.228
H (-1.768, -3.320, 0.969)  0.335
H (1.009, -1.289, 2.642)  0.424
H (0.427, 3.426, -3.066)  0.317
O (1.915, 2.726, -0.214)  -0.610
H (0.989, 3.025, -0.136)  0.230
H (0.556, -2.083, 3.891)  0.306
H (2.549, 1.258, -0.862)  0.349
O (1.863, -1.417, 1.181)  -0.621
H (0.600, -0.827, 0.011)  -0.121
H (-1.102, 3.197, -0.652)  0.294
H (0.241, -3.410, 0.131)  0.397
O (-3.489, -1.370, -1.159)  -0.576
O (0.548, -1.207, 3.495)  -0.608
H (-0.666, -0.578, -2.235)  0.242
O (0.968, -3.761, -0.359)  -0.667
H (-2.180, 2.439, 0.794)  0.425
H (2.204, -0.624, 1.622)  0.256
H (-4.181, -0.884, -1.525)  0.258
H (-3.672, 2.413, 1.108)  0.314
H (1.451, -3.078, -0.740)  0.372
O (-2.120, -0.145, 1.558)  -0.698
O (-0.168, -0.387, -0.405)  0.346
H (-0.035, 2.292, -2.256)  0.294
H (2.439, -1.169, -1.572)  0.384
H (-1.966, 1.965, -1.008)  0.347
H (-1.680, 0.571, 1.973)  0.325
H (2.305, 3.283, 0.470)  0.272
O (-1.073, -0.558, -3.074)  -0.683
O (-2.836, 2.715, 1.424)  -0.637
H (2.799, 1.094, -2.363)  0.283
H (-2.753, -1.109, -1.678)  0.326
H (-0.967, -1.471, -3.348)  0.348
H (-1.551, -0.377, 0.842)  0.334
H (0.036, 1.522, 3.375)  0.260
O (0.083, 1.554, 2.403)  -0.516
H (2.448, -2.156, 1.318)  0.208
O (0.455, 2.464, -3.037)  -0.573
H (3.277, -2.304, -1.049)  0.301
H (-0.207, 0.516, -0.125)  0.088
O (-0.987, -3.102, 1.452)  -0.704
O (-1.165, 2.260, -0.542)  -0.800
O (2.838, 0.619, -1.519)  -0.663

Forces on atoms 1 to 3 (eV/Å):
-0.0458 -1.2072 -0.2943
-0.5085 1.9830 0.7490
0.5254 0.0485 -0.1974

Computed properties:
* gap between HOMO and LUMO: 0.348 Ha
* energy relative to the best compared isomer or geometry (same formula, charge and spin): 46.5 kcal/mol
* net charge: 0


Below is a cluster of 15 separate species, H30O15 in total, with properties calculated with ωB97M-V/def2-TZVPD.

Each line ends with the Mulliken charge.
CARTESIAN COORDINATES (ANGSTROEM)
H (-2.998, -1.580, 0.209)  0.432
H (2.991, -1.056, 2.006)  0.270
O (-1.404, 2.346, -0.587)  -0.582
O (-0.687, -0.664, 2.887)  -0.772
O (1.154, 1.796, -2.175)  -0.670
H (1.491, 0.685, 1.739)  0.289
H (0.457, -3.278, 0.372)  0.245
O (-0.988, 2.121, 2.314)  -0.680
O (0.905, 3.577, 0.358)  -0.624
O (2.553, -0.437, -0.860)  -0.664
H (-0.138, 0.809, -2.718)  0.482
O (2.225, -1.601, 1.771)  -0.504
H (0.083, -1.024, -0.032)  0.125
H (2.353, 0.070, -0.104)  0.246
O (0.629, -2.044, -2.142)  -0.543
H (-0.718, -0.602, 1.894)  0.284
H (1.693, 4.109, 0.432)  0.368
H (-0.355, -1.500, 3.088)  0.267
H (-1.556, 2.323, 0.328)  0.352
H (-0.267, -0.760, -2.549)  0.329
H (-0.152, 2.525, 2.536)  0.265
H (1.316, -1.472, -1.863)  0.340
H (2.736, 1.592, 1.703)  0.282
O (-3.203, -1.609, 1.113)  -0.675
H (-0.613, 2.899, -0.575)  0.248
H (1.770, 2.499, -2.362)  0.317
H (1.822, -1.956, 2.604)  0.285
H (-0.343, -3.652, 1.580)  0.281
O (2.040, 1.201, 1.156)  -0.724
O (-3.199, 0.478, -2.018)  -0.753
H (-2.446, -1.918, 1.620)  0.250
H (-0.819, 1.161, 2.440)  0.309
H (-3.354, 0.889, -1.155)  0.338
H (1.347, 2.736, 0.468)  0.270
H (-2.384, 0.954, -2.299)  0.353
O (-2.166, -1.956, -1.398)  -0.850
O (-0.387, -3.047, 0.822)  -0.489
H (0.937, -2.564, -2.859)  0.258
H (-1.476, -1.775, -0.782)  0.145
O (-0.528, -0.334, 0.289)  0.639
H (1.708, 1.094, -1.833)  0.282
H (-2.442, -1.050, -1.590)  0.561
O (-0.692, 0.048, -2.886)  -0.739
H (-0.406, 0.512, -0.123)  -0.168
H (3.517, -0.560, -0.835)  0.327

Forces on atoms 1 to 3 (eV/Å):
0.7348 -0.4788 -2.1300
-0.2825 -0.4758 0.2778
0.7125 -0.0373 -1.7701

Computed properties:
* gap between HOMO and LUMO: 0.306 Ha
* energy relative to the best compared isomer or geometry (same formula, charge and spin): 45.0 kcal/mol
* net charge: 0


Below is a cluster of 15 separate species, H30O15 in total, with properties calculated with ωB97M-V/def2-TZVPD.

Each line ends with the Mulliken charge.
CARTESIAN COORDINATES (ANGSTROEM)
O (-24.019, 4.731, -43.720)  -0.702
H (-21.150, 9.522, -46.525)  0.283
O (-21.916, 9.543, -46.065)  -0.542
H (-23.564, 6.951, -46.506)  0.549
H (-27.326, 7.716, -43.477)  0.442
H (-27.667, 8.997, -45.925)  0.351
H (-23.918, 11.824, -45.057)  0.354
H (-21.226, 7.767, -44.874)  0.246
H (-22.366, 8.674, -46.222)  0.283
H (-23.812, 7.775, -43.944)  0.149
H (-21.980, 6.686, -42.786)  0.262
H (-26.736, 10.905, -47.658)  0.206
O (-24.138, 8.257, -44.756)  0.174
H (-24.144, 7.992, -47.079)  0.082
H (-27.469, 7.383, -41.809)  0.310
H (-29.160, 8.801, -44.985)  0.266
O (-26.532, 10.320, -47.012)  -0.621
H (-24.425, 5.189, -44.417)  0.433
H (-25.330, 8.214, -47.940)  0.272
O (-21.015, 7.679, -44.018)  -0.594
H (-25.114, 8.049, -44.800)  0.074
O (-26.652, 6.823, -44.928)  -0.953
O (-21.982, 9.860, -43.013)  -0.627
O (-27.883, 7.816, -42.607)  -0.700
H (-24.373, 10.685, -44.303)  0.211
O (-22.907, 6.598, -42.516)  -0.607
O (-25.009, 5.716, -45.895)  -0.650
H (-23.094, 5.729, -42.895)  0.399
H (-24.594, 7.989, -39.895)  0.286
O (-24.398, 11.653, -44.262)  -0.647
H (-20.045, 7.395, -44.285)  0.292
H (-25.886, 6.065, -45.795)  0.287
H (-23.485, 3.995, -43.966)  0.301
H (-25.690, 9.876, -47.101)  0.457
H (-25.158, 5.017, -46.468)  0.225
O (-24.767, 8.739, -47.519)  -0.734
H (-21.574, 9.451, -43.647)  0.332
H (-22.588, 6.787, -47.917)  0.345
H (-27.132, 6.080, -44.648)  0.344
O (-28.290, 8.565, -45.316)  -0.602
O (-22.911, 7.285, -47.027)  -0.690
O (-25.221, 7.595, -40.479)  -0.662
H (-27.416, 7.358, -45.510)  0.473
H (-22.638, 10.072, -43.604)  0.304
H (-24.822, 7.395, -41.322)  0.337

Forces on atoms 1 to 3 (eV/Å):
0.3598 -1.3042 3.0333
3.8040 0.0278 -2.4086
-3.9776 -0.5655 2.4436

Computed properties:
* gap between HOMO and LUMO: 0.345 Ha
* energy relative to the best compared isomer or geometry (same formula, charge and spin): 151.3 kcal/mol
* net charge: 0


Record order is preserved below.
Max |F|: 19.36; 4.89; 2.88; 3.25; 8.36 eV/A